{
  "formula": "C11H16F9N4O6RuS3",
  "method": "ωB97M-V with the def2-TZVPD basis set",
  "s_squared": 0.757,
  "molar_mass_g_mol": 668.5,
  "e_lumo_ev": [-0.2, -1.8],
  "multiplicity": 2,
  "energy_ha": -3287.492606,
  "gap_ev": [8.479, 6.867],
  "relative_energy_kcal_mol": 10.5,
  "symbols": ["Ru", "C", "N", "C", "C", "C", "N", "C", "C", "H", "H", "H", "H", "H", "H", "H", "H", "H", "H", "H", "H", "H", "H", "H", "H", "F", "C", "F", "F", "S", "O", "O", "N", "S", "O", "O", "C", "F", "F", "F", "S", "C", "N", "F", "C", "F", "F", "C", "O", "O"],
  "positions_angstrom": [[0.083060, -0.155681, 0.090256], [2.436213, -1.955199, -0.474177], [1.618100, -1.546892, 0.700170], [2.552861, -1.034272, 1.729786], [0.922538, -2.729290, 1.261158], [-0.375696, -2.960870, 0.535642], [-1.211270, -1.740776, 0.595251], [-2.351930, -1.919572, -0.337459], [-1.763043, -1.539750, 1.957056], [3.258354, -2.586096, -0.126795], [2.832652, -1.069761, -0.964712], [1.825714, -2.503292, -1.185392], [3.236886, -1.838609, 2.015173], [2.002118, -0.695828, 2.601654], [3.122713, -0.210786, 1.319605], [0.752791, -2.543103, 2.320050], [1.563795, -3.613238, 1.189188], [-0.913053, -3.809934, 0.969296], [-0.196850, -3.174153, -0.518524], [-2.907567, -2.815349, -0.045707], [-1.970083, -2.026404, -1.348060], [-2.996063, -1.050340, -0.282285], [-2.336407, -2.424229, 2.247271], [-2.407963, -0.666145, 1.949459], [-0.965705, -1.367640, 2.674185], [1.321417, 3.665935, 4.166379], [1.138083, 2.398304, 3.833778], [2.313259, 1.771355, 3.824124], [0.348446, 1.812920, 4.730380], [0.336114, 2.288044, 2.179166], [0.277204, 0.814910, 2.005692], [-0.910306, 2.958851, 2.304613], [1.367853, 2.998079, 1.267624], [2.035936, 2.533547, -0.073181], [1.913676, 3.452900, -1.140353], [1.822235, 1.099854, -0.344454], [3.823899, 2.582518, 0.377584], [4.195619, 3.835289, 0.588624], [4.069399, 1.871841, 1.481084], [4.540040, 2.068532, -0.620929], [1.062396, -0.306959, -4.286551], [0.460303, -0.602908, -2.848923], [0.046444, -0.851850, -1.764976], [-2.758792, 3.977774, -0.905637], [-2.993243, 2.722746, -0.547067], [-3.805470, 2.163865, -1.466976], [-3.647025, 2.728748, 0.619246], [-1.695834, 1.896961, -0.469860], [-0.674218, 2.265508, -1.022456], [-1.800700, 0.788688, 0.172058]],
  "forces_ev_per_angstrom": [[-0.4, -0.6, 0.4], [0.0, 0.0, 0.0], [0.2, 0.2, 0.0], [0.0, -0.1, 0.0], [0.0, -0.1, 0.0], [0.0, 0.0, 0.0], [-0.1, 0.1, 0.0], [0.0, -0.1, 0.0], [0.0, -0.1, 0.0], [0.0, 0.0, 0.0], [0.0, 0.0, 0.0], [0.0, 0.0, 0.0], [0.0, 0.0, 0.0], [0.0, 0.0, 0.0], [0.0, 0.0, 0.0], [-0.1, 0.0, 0.0], [0.0, 0.0, 0.0], [0.0, 0.0, 0.0], [0.0, 0.0, 0.0], [0.0, 0.0, 0.0], [0.0, 0.0, 0.0], [0.0, 0.0, 0.0], [0.0, 0.0, 0.0], [0.0, 0.0, 0.0], [0.0, 0.0, 0.0], [0.0, 0.0, 0.0], [0.0, 0.0, 0.0], [0.0, 0.0, 0.0], [0.0, 0.0, 0.0], [0.0, -0.3, 0.0], [0.0, 0.0, 0.0], [0.0, 0.0, 0.0], [0.0, 0.1, -0.1], [-0.2, -0.3, 0.0], [0.1, 0.1, 0.0], [0.0, 0.3, 0.0], [0.1, 0.0, -0.1], [0.0, 0.0, 0.0], [0.0, 0.0, 0.0], [-0.1, 0.0, 0.0], [-0.1, -0.1, 0.0], [0.2, 0.2, 0.0], [-0.1, 0.1, 0.3], [0.0, 0.0, 0.0], [0.0, 0.0, 0.0], [0.0, 0.0, 0.0], [0.0, 0.0, 0.0], [0.5, -0.1, -0.1], [-0.5, 0.3, 0.0], [0.5, 0.2, -0.3]]
}

***

{
  "formula": "C28H27NO3PPbSTe",
  "method": "ωB97M-V with the def2-TZVPD basis set",
  "total_charge": 3,
  "molar_mass_g_mol": 823.4,
  "e_lumo_ev": -12.3,
  "multiplicity": 1,
  "energy_ha": -2562.995448,
  "gap_ev": 4.108,
  "symbols": ["Pb", "O", "N", "C", "C", "C", "C", "C", "C", "C", "P", "C", "C", "C", "C", "C", "C", "C", "C", "C", "C", "C", "C", "H", "H", "H", "H", "H", "H", "H", "H", "H", "H", "H", "H", "H", "H", "H", "H", "O", "C", "O", "C", "C", "C", "C", "S", "C", "C", "H", "H", "H", "H", "H", "C", "Te", "C", "H", "H", "H", "H", "H", "H"],
  "positions_angstrom": [[-0.765933, -0.039514, 0.277528], [1.674605, -0.992724, -1.260762], [1.678547, -0.586242, 0.054055], [2.774725, -0.451976, 0.682516], [2.949982, -0.009890, 2.066622], [4.291639, 0.076569, 2.444835], [4.663388, 0.442460, 3.731140], [3.684914, 0.727500, 4.664081], [2.342792, 0.648583, 4.302912], [1.953765, 0.286038, 3.019635], [0.160330, 0.131741, 2.784496], [-0.658154, 1.419196, 3.736862], [-1.128175, 1.201367, 5.030714], [-1.713287, 2.244282, 5.735285], [-1.827578, 3.499892, 5.155752], [-1.364175, 3.722515, 3.863078], [-0.785817, 2.682991, 3.156040], [-0.341507, -1.461354, 3.442140], [-1.703904, -1.718667, 3.631301], [-2.111906, -2.954555, 4.097179], [-1.172645, -3.945375, 4.364610], [0.177681, -3.699224, 4.163267], [0.596466, -2.459196, 3.702138], [2.576302, -1.259620, -1.523396], [3.701818, -0.677308, 0.153149], [5.062096, -0.152060, 1.720727], [5.709995, 0.496836, 3.994686], [3.955296, 1.006062, 5.672758], [1.591740, 0.883681, 5.047147], [-1.036229, 0.227172, 5.493325], [-2.068308, 2.077733, 6.742012], [-2.272792, 4.311610, 5.713918], [-1.447448, 4.705490, 3.421720], [-0.418764, 2.852920, 2.148372], [-2.448118, -0.941865, 3.454106], [-3.161465, -3.145941, 4.269615], [-1.494868, -4.908880, 4.733221], [0.907928, -4.467639, 4.374465], [1.653089, -2.277895, 3.560050], [-9.517732, -0.118519, -1.179105], [-8.436372, 0.577993, -1.396233], [-8.319351, 1.449472, -2.215349], [-7.171455, 0.549126, -0.600093], [-7.162420, 0.996712, 0.746513], [-5.976408, 1.096785, 1.393794], [-4.713153, 0.827216, 0.688410], [-3.332359, 1.170393, 1.450601], [-4.777095, 0.367291, -0.697025], [-5.965666, 0.261039, -1.321796], [-9.423688, -0.800222, -0.493741], [-8.093076, 1.236867, 1.243615], [-5.923456, 1.399092, 2.430869], [-3.857263, 0.137382, -1.217285], [-6.040834, -0.029660, -2.359793], [1.660450, 3.459564, 0.348235], [0.264875, 2.563733, -0.974231], [-1.249963, 4.027445, -0.727481], [1.167877, 3.768709, 1.264389], [2.061218, 4.318861, -0.181174], [2.453879, 2.746516, 0.553396], [-0.863626, 4.941667, -1.169677], [-1.460245, 4.169158, 0.329267], [-2.137160, 3.708167, -1.267107]],
  "forces_ev_per_angstrom": [[0.6, -0.3, -0.4], [0.4, -0.1, 0.0], [-0.6, 0.3, 0.2], [0.0, -0.1, -0.3], [0.2, -0.1, 0.0], [-0.1, 0.1, 0.1], [0.0, 0.0, 0.0], [0.0, 0.0, 0.0], [0.0, 0.1, 0.1], [-0.1, 0.0, 0.0], [0.0, 0.2, 0.0], [0.0, 0.1, 0.0], [0.0, 0.0, 0.0], [0.0, 0.0, 0.0], [0.0, 0.0, 0.0], [0.0, 0.0, 0.1], [0.0, 0.0, 0.0], [0.1, -0.1, 0.0], [0.0, 0.1, -0.1], [0.0, 0.0, 0.0], [0.1, 0.0, 0.0], [-0.1, 0.0, 0.0], [0.0, 0.0, 0.0], [-0.1, 0.0, -0.1], [0.0, -0.1, 0.0], [0.0, 0.0, 0.0], [0.0, 0.0, 0.0], [0.0, 0.0, 0.0], [0.0, 0.0, 0.0], [0.0, 0.0, 0.0], [0.0, 0.0, 0.0], [0.0, 0.0, 0.0], [0.0, 0.1, 0.0], [0.0, 0.0, 0.0], [0.1, -0.1, 0.0], [0.0, 0.0, 0.0], [0.0, 0.0, 0.0], [0.0, 0.0, 0.0], [0.0, 0.1, 0.0], [0.2, -0.1, 0.1], [-0.1, 0.2, -0.1], [0.0, 0.0, 0.1], [0.1, -0.1, -0.1], [0.0, 0.0, 0.0], [0.0, 0.0, -0.2], [-0.6, -0.1, -0.2], [0.1, 0.3, 0.5], [-0.1, 0.0, 0.1], [-0.1, 0.0, 0.1], [-0.1, 0.0, -0.1], [0.0, 0.0, 0.0], [0.0, 0.0, 0.0], [0.0, 0.0, 0.0], [0.0, 0.0, 0.0], [0.0, 0.0, 0.0], [0.1, -0.2, -0.1], [0.0, 0.0, 0.1], [0.1, 0.0, 0.0], [0.1, 0.0, 0.0], [0.0, 0.0, 0.0], [0.0, 0.0, 0.0], [0.0, 0.0, 0.0], [0.0, 0.0, 0.0]]
}

***

{
  "formula": "C15H29Cl5N7O4P2RhS",
  "method": "ωB97M-V with the def2-TZVPD basis set",
  "total_charge": 2,
  "molar_mass_g_mol": 745.6,
  "e_lumo_ev": -7.4,
  "multiplicity": 1,
  "energy_ha": -4765.289597,
  "gap_ev": 5.757,
  "relative_energy_kcal_mol": 0.0,
  "symbols": ["Rh", "N", "N", "C", "N", "S", "H", "H", "H", "H", "H", "Cl", "C", "C", "Cl", "C", "Cl", "C", "O", "C", "Cl", "C", "Cl", "C", "N", "C", "P", "O", "O", "P", "O", "N", "C", "C", "N", "C", "C", "N", "C", "C", "H", "H", "H", "H", "H", "H", "H", "H", "H", "H", "H", "H", "H", "H", "H", "H", "H", "H", "H", "H", "H", "H", "H", "H"],
  "positions_angstrom": [[0.087563, -0.100072, -0.046211], [0.607144, 0.397653, -1.970955], [-0.197707, 1.344840, -2.630581], [-1.399906, 1.617450, -2.108983], [-2.228762, 2.399693, -2.777946], [-1.855138, 0.962106, -0.601350], [1.569936, 0.731064, -1.924105], [0.601884, -0.490761, -2.480184], [0.077268, 1.629058, -3.560924], [-2.009692, 2.780202, -3.685966], [-3.135676, 2.613570, -2.392431], [-0.189785, -7.424931, 0.526422], [0.098514, -5.765020, 0.220559], [-0.929738, -4.838821, 0.351727], [-2.499499, -5.355999, 0.805170], [-0.686530, -3.484667, 0.117550], [-1.985692, -2.353396, 0.221169], [0.570947, -3.044693, -0.275409], [0.853654, -1.760098, -0.585899], [1.589191, -3.983846, -0.421724], [3.140329, -3.427845, -0.936555], [1.366194, -5.333946, -0.171005], [2.643175, -6.457426, -0.345638], [1.905628, 4.132267, 3.466744], [1.410955, 3.650819, 2.172176], [1.551570, 4.613019, 1.074220], [0.343331, 2.445631, 2.043755], [0.550352, 1.745051, 0.710570], [0.654387, 1.410870, 3.235468], [0.984790, -0.183923, 3.048004], [0.111932, -0.697607, 1.927581], [2.584051, -0.267550, 2.799658], [3.102324, -1.135600, 1.734322], [3.492723, 0.792801, 3.244888], [0.581869, -0.911360, 4.423496], [1.498220, -1.005620, 5.563663], [-0.825371, -1.184521, 4.738084], [-1.178834, 2.947574, 2.321007], [-2.226841, 1.940061, 2.515887], [-1.458332, 4.198138, 3.035719], [1.442337, 5.085465, 3.729309], [2.984311, 4.276607, 3.404197], [1.692739, 3.412712, 4.253066], [1.004764, 5.534318, 1.287722], [1.180070, 4.183407, 0.146768], [2.606215, 4.855999, 0.946082], [2.606964, -2.104420, 1.750973], [4.163506, -1.297709, 1.912954], [2.979877, -0.689503, 0.744949], [3.084324, 1.314132, 4.107786], [3.681756, 1.517517, 2.448006], [4.437602, 0.341027, 3.544102], [2.528601, -1.033871, 5.219727], [1.290633, -1.933162, 6.094811], [1.362050, -0.170108, 6.253769], [-1.428070, -1.143497, 3.834099], [-1.207353, -0.466984, 5.467487], [-0.902463, -2.186747, 5.157518], [-1.936774, 0.979173, 2.093240], [-3.152528, 2.272983, 2.047954], [-2.407830, 1.787604, 3.583542], [-0.722475, 4.957479, 2.786878], [-1.471931, 4.045932, 4.117830], [-2.436146, 4.563118, 2.724271]],
  "forces_ev_per_angstrom": [[0.9, 0.6, 0.4], [0.1, -0.2, -0.2], [0.0, 0.0, 0.1], [0.0, 0.0, 0.0], [0.0, 0.0, 0.0], [-0.2, -0.2, -0.1], [-0.1, 0.1, 0.0], [0.1, 0.0, 0.1], [0.0, 0.0, 0.0], [0.0, 0.0, 0.0], [0.0, 0.0, 0.0], [0.0, 0.1, 0.0], [0.0, -0.2, 0.0], [-0.2, 0.2, 0.1], [0.0, 0.0, 0.0], [-0.2, -0.1, 0.0], [-0.1, -0.1, 0.0], [0.3, 0.4, 0.1], [-0.7, -0.6, -0.4], [0.3, -0.1, 0.0], [-0.1, 0.0, 0.0], [0.1, 0.1, 0.0], [0.0, 0.0, 0.0], [0.0, 0.0, 0.0], [-0.1, 0.1, 0.1], [0.1, -0.1, 0.0], [0.0, -0.1, -0.1], [-0.1, 0.3, 0.1], [0.2, -0.1, -0.1], [0.0, 0.0, 0.2], [-0.2, -0.2, -0.1], [-0.1, 0.2, -0.2], [0.0, -0.1, 0.1], [0.0, 0.0, 0.0], [0.0, -0.1, 0.0], [0.0, 0.0, 0.0], [0.0, 0.1, 0.0], [-0.1, 0.0, -0.1], [0.0, 0.0, 0.1], [0.0, 0.0, -0.1], [0.0, 0.0, 0.0], [0.0, 0.0, 0.0], [0.0, 0.0, 0.0], [0.0, 0.0, 0.0], [0.0, 0.0, 0.0], [0.0, 0.0, 0.0], [0.0, 0.0, 0.0], [0.0, 0.0, 0.0], [0.0, 0.0, 0.0], [0.0, 0.0, 0.0], [0.0, 0.0, 0.0], [0.0, 0.0, 0.0], [0.0, 0.0, 0.0], [0.0, 0.0, 0.0], [0.0, 0.0, 0.0], [0.0, 0.0, 0.0], [0.0, 0.0, 0.0], [0.0, 0.0, 0.0], [0.0, 0.0, 0.0], [0.0, 0.0, 0.0], [0.0, 0.0, 0.0], [0.0, 0.0, 0.0], [0.0, 0.0, 0.0], [0.0, 0.0, 0.0]]
}